(1)
DFT (ωB97M-V/def2-TZVPD) results for a structure of composition C3H18B3Be2Cl6 in a non-equilibrium geometry.

Computed properties:
Highest occupied orbital energy (alpha / beta), eV: -8.600 / -10.403
Net charge: 0
<S²>: 0.75
Gap between HOMO and LUMO (alpha / beta), eV: 5.7 / 7.5
Multiplicity: 2
E_tot, a.u.: -2989.774823

```
32
C3H18B3Be2Cl6 ωB97M-V/def2-TZVPD
Cl 3.16 -2.03 -1.35
H 1.78 1.44 -1.54
H 0.80 -1.30 1.14
B -1.33 2.16 1.22
C -4.07 -0.38 3.32
Cl 5.57 -0.52 -0.54
H 0.92 0.43 0.83
C -0.51 -2.97 -1.70
H 3.85 0.16 -2.02
H -0.28 2.01 1.01
H -0.62 -0.36 0.69
H 0.31 -2.92 -0.98
H -0.31 -3.82 -2.35
H 0.88 1.12 -3.02
H 1.35 2.80 -2.56
H -4.86 0.23 2.89
C 3.90 -0.40 -1.09
H 3.33 0.14 -0.33
Be -0.44 1.27 -1.11
H -1.81 1.20 1.27
H 0.66 -0.60 -0.52
B 0.44 -0.49 0.53
H 2.53 1.71 -3.14
B 1.62 1.76 -2.56
H -1.80 2.69 0.40
H -4.48 -1.23 3.87
Cl -2.96 0.65 4.24
H -1.47 2.71 2.14
Cl -3.08 -1.06 1.96
Cl -2.07 -3.32 -0.92
Be -0.33 0.43 2.88
Cl -0.66 -1.49 -2.69
```

(2)
DFT (ωB97M-V/def2-TZVPD) results for a structure of composition C31H54AuClP in a non-equilibrium geometry.

Computed properties:
Highest occupied orbital energy (alpha / beta), eV: -2.480 / -4.134
Net charge: -1
<S²>: 2.01
Gap between HOMO and LUMO (alpha / beta), eV: 5.2 / 6.8
Multiplicity: 3
E_tot, a.u.: -2150.700097

```
88
C31H54AuClP ωB97M-V/def2-TZVPD
C 0.01 4.21 1.53
H 0.61 6.16 0.80
H -5.46 2.68 -1.47
H -4.71 -0.90 -0.01
H -0.65 2.18 1.85
H 1.29 -6.67 3.43
H -0.43 4.55 2.47
H 3.06 -5.56 0.36
H -2.51 -0.48 0.99
H 0.65 -7.34 1.13
C 1.23 1.13 -5.09
H 2.28 -0.82 4.82
H 4.01 -2.25 3.48
H 1.75 -5.00 3.82
H 0.10 -0.49 3.79
C 2.77 0.71 2.25
C 1.97 0.50 -3.88
H -1.99 0.99 -3.72
H 0.66 1.00 1.93
C 1.32 0.80 -2.54
H 0.17 3.23 -2.30
C 1.76 -0.83 -0.64
H 2.54 -1.58 -0.81
H -0.88 2.37 -3.59
H -0.51 -0.14 -5.29
H 1.06 3.96 1.74
H -1.06 5.73 0.44
C -4.91 1.76 -1.23
C 3.85 -0.19 2.73
H 0.95 2.25 -0.13
H 1.79 0.02 -1.51
H -0.60 -6.06 1.13
C -4.60 0.00 0.61
H 4.66 -0.27 1.99
H 3.02 0.84 -3.88
H 1.46 4.73 -0.95
H 1.85 -0.45 0.37
H 0.54 -1.56 2.45
H 1.98 -0.60 -4.01
H -5.56 1.91 0.81
H -3.24 2.88 -0.43
H 4.29 0.21 3.65
C 1.15 -3.98 1.30
H 1.73 -2.42 4.34
C 1.10 -5.62 3.19
C -0.92 1.28 -3.72
Cl -2.29 -2.34 -1.58
C 0.85 -2.99 0.61
C 2.05 -1.45 3.95
H 2.94 -2.09 2.11
C -2.66 0.81 -0.76
P -0.79 0.75 -0.83
H -5.07 1.07 -2.07
C 2.83 -5.76 1.41
H -0.33 -0.53 -2.75
H 1.44 2.21 -5.10
C 0.93 -0.79 3.15
C -0.13 2.45 -0.27
H 0.59 -6.12 -0.18
C -0.28 3.54 -1.35
C -0.28 0.91 -5.08
H -2.92 0.01 -1.47
Au -0.15 -1.91 -0.73
C 0.45 -6.29 0.89
H 3.02 -6.82 1.61
H 0.12 5.64 -1.66
H -2.97 1.20 1.36
H 3.52 -5.16 2.02
C 1.45 0.41 2.42
C -0.04 5.33 0.48
H -0.76 1.50 -5.87
C 0.37 4.87 -0.92
C -5.47 1.13 0.05
H 3.10 1.63 1.76
H -3.06 2.46 -2.15
C -3.11 0.38 0.64
H -1.35 3.71 -1.53
H 1.58 1.82 -2.21
H 1.65 0.71 -6.02
H 0.07 -5.38 3.43
C -3.40 2.08 -1.17
C 3.26 -1.59 3.04
C -0.72 2.94 1.06
C -0.17 0.56 -2.60
H -4.93 -0.27 1.62
C 1.38 -5.38 1.70
H -1.79 3.15 0.94
H -6.48 0.75 -0.14
```

(3)
DFT (ωB97M-V/def2-TZVPD) results for the ion CH7N3P with charge +1 in a non-equilibrium geometry.

Computed properties:
Highest occupied orbital energy, eV: -14.504
Net charge: +1
Gap between HOMO and LUMO, eV: 10.9
Multiplicity: 1
E_tot, a.u.: -547.678017
SMILES string: NC(=[NH2+])NP

```
12
CH7N3P ωB97M-V/def2-TZVPD
H 1.30 1.88 0.57
P 0.63 -1.96 -0.90
H 0.10 -1.84 -2.14
N -0.49 -0.71 -0.17
N -0.97 1.26 1.00
H -1.51 -0.95 0.06
H 1.89 0.48 -0.31
H -0.23 -3.04 -0.80
H -1.96 0.99 1.20
H -0.55 2.26 1.04
C -0.09 0.51 0.36
N 1.14 0.93 0.25
```

(4)
DFT (ωB97M-V/def2-TZVPD) results for a cluster of 9 separate species, C32H68N10O10PS2 in total.

Computed properties:
Highest occupied orbital energy, eV: -10.795
Net charge: +1
Gap between HOMO and LUMO, eV: 6.7
Multiplicity: 1
E_tot, a.u.: -3697.692371

```
123
C32H68N10O10PS2 ωB97M-V/def2-TZVPD
C 2.81 -3.59 -2.70
O 1.44 -1.64 -2.59
S 3.54 4.54 -1.87
H -0.75 3.04 -1.02
O -0.84 -1.50 1.89
N -1.51 -0.55 3.80
H -4.21 4.84 -5.41
H -4.87 2.26 -8.26
H -0.64 -2.78 5.06
C 0.59 1.32 -1.02
H -0.40 -7.62 0.38
H -0.31 -2.73 7.34
H -5.06 4.08 -6.76
O -5.36 7.93 0.71
H -5.42 3.60 -5.10
H -3.65 3.51 -8.57
C -1.76 -1.13 2.61
N 2.41 3.26 -1.51
C 0.72 -2.56 7.65
H -3.71 -0.34 2.14
H -1.89 1.94 -3.57
H 3.67 -3.94 2.67
H -2.29 1.00 4.96
C 0.27 2.69 -1.12
H 2.77 -4.28 -3.54
H 0.84 -1.49 7.85
H 1.57 -1.42 1.22
H 5.16 -1.42 -4.60
H 4.50 0.18 -1.29
H -1.08 -1.15 -2.27
H 3.15 -7.68 -0.67
H 1.78 -3.13 1.58
H 4.65 -5.00 1.66
N -5.33 6.31 -0.85
H 4.93 1.77 -2.80
H -2.94 6.00 0.52
H -0.60 -4.40 5.79
H 0.01 -0.59 -0.44
O 1.52 -6.21 -1.61
C -3.16 2.19 -6.95
C -2.45 -0.06 4.79
H 2.14 -3.94 -1.93
H -0.18 -4.19 4.08
O 3.57 -1.41 -0.28
H 0.33 -6.26 1.26
N 4.48 -3.03 0.97
H -0.44 4.38 5.08
H 2.29 -0.03 -1.09
H -3.64 5.28 -1.53
H 1.40 -8.25 1.68
O -2.27 1.36 -6.80
N 3.13 -1.57 -4.06
H 2.62 -2.88 6.77
N 0.14 4.37 4.26
H 2.54 -1.92 2.61
C -3.80 2.47 -8.28
H 0.90 -3.10 8.57
H 2.00 3.25 2.55
H 0.62 3.83 1.59
H 0.82 2.09 1.92
N 1.63 -2.99 6.61
H 3.83 -3.58 -2.31
C 0.95 3.09 2.33
C -4.63 3.90 -5.78
H 4.54 -3.07 -4.42
H 3.15 -8.11 1.80
H 2.79 -0.65 -4.30
C 0.11 3.20 3.59
C 3.49 -2.17 0.69
H -0.73 0.39 -3.00
C 1.37 -6.80 -0.56
C 1.92 0.99 -1.14
N -3.60 2.88 -5.87
H 1.48 5.43 3.04
H -3.08 -0.16 -1.09
H -3.12 2.62 -5.03
N 1.15 3.63 -1.36
C 1.34 -3.54 5.41
C 2.40 -2.20 -3.10
H -3.47 -0.22 4.47
C 2.33 -8.41 1.14
H 5.26 -2.98 0.32
H -2.30 -0.58 5.74
O -2.37 2.47 -2.92
H -3.23 -0.30 -2.85
C 4.56 -3.99 2.05
C 0.11 -6.66 0.26
C 0.90 5.57 3.94
H 1.58 5.82 4.75
H -6.33 6.44 -0.90
C 4.30 -2.07 -4.77
H -5.12 4.33 -1.50
C -0.47 0.31 -0.81
H -0.53 -0.44 3.99
H -4.89 5.55 -2.75
C -3.08 1.67 -2.08
H 2.93 4.82 -3.04
H -2.72 7.23 -0.75
C 2.84 2.00 -1.39
C -3.22 7.01 0.20
C -4.71 5.31 -1.70
H 4.10 -2.12 -5.84
H -0.56 -5.98 -0.25
H -2.90 7.72 0.95
O -0.58 2.27 3.97
H -3.74 -1.93 2.92
H 5.42 -3.78 2.68
H -1.20 0.66 -0.08
H -3.23 -1.79 1.24
P 4.62 1.56 -1.45
C -1.19 -0.08 -2.13
C -3.20 -1.30 2.21
H 0.22 6.42 3.78
O 2.23 -3.86 4.63
C -0.12 -3.74 5.07
S 5.71 2.44 -0.11
C -4.72 7.13 0.05
N 2.34 -7.62 -0.08
O -3.94 2.16 -1.40
C -2.70 0.21 -2.04
H -3.33 1.83 -9.02
H 2.43 -9.47 0.92
C 2.27 -2.16 1.58
```

(5)
DFT (ωB97M-V/def2-TZVPD) results for a structure of composition C29H49BrClN6O5W.

Computed properties:
Highest occupied orbital energy, eV: -8.508
Net charge: +1
Gap between HOMO and LUMO, eV: 5.3
Multiplicity: 1
E_tot, a.u.: -4939.607370

```
92
C29H49BrClN6O5W ωB97M-V/def2-TZVPD
H -5.45 0.04 2.02
H 3.50 0.40 0.88
N 0.68 2.72 2.83
C -1.15 -1.49 3.93
N 0.24 1.74 3.72
O -2.26 -1.42 0.49
N -1.78 1.70 0.61
C 3.40 1.90 -1.53
H 4.77 -4.28 -0.52
H 2.78 -1.19 -0.42
H 5.31 -6.56 -0.14
C -0.23 -5.15 1.23
H 0.72 3.48 -2.20
N -0.34 0.18 -2.27
O -0.62 -0.20 4.25
Br -5.54 -0.65 -0.90
W -0.03 0.53 0.00
H 3.85 -2.06 -1.53
H 3.48 4.06 0.29
C -1.45 -0.80 -2.47
C 2.05 -5.90 0.64
H -0.49 -4.56 2.12
C -4.94 4.39 1.09
C 0.57 -2.52 0.42
H -1.50 -1.08 -3.53
H -1.25 -1.69 -1.89
H 1.73 -6.89 0.93
C -2.32 2.01 1.75
H 4.56 1.82 0.86
C -0.18 4.10 -2.20
H 3.13 1.79 1.91
H 0.48 1.77 -3.34
O 0.66 -1.35 0.01
C 3.75 -4.44 -0.18
H -0.04 3.42 2.69
H 1.00 -1.47 -2.24
H -1.91 2.43 2.65
H -2.11 -1.38 3.43
H -0.08 4.82 -1.39
H -0.39 -2.82 0.83
O 0.00 0.09 2.12
H -5.20 5.42 1.19
H 4.36 2.42 -1.53
H 1.84 3.78 0.89
H -0.05 1.97 4.66
C -5.39 1.13 -0.28
H -6.15 1.87 -0.38
H 2.81 2.31 -2.35
N 1.40 1.46 -0.23
H -0.22 4.66 -3.15
C 4.29 -6.89 0.07
H -3.41 3.52 -1.64
C -1.57 2.36 -3.08
H 3.59 0.85 -1.72
H -2.38 4.80 -0.97
H -0.70 0.82 -4.22
H 4.30 -7.47 0.99
H -3.93 0.69 3.02
C 1.16 -4.85 0.73
H -0.31 -6.20 1.51
H 3.97 -7.55 -0.73
C -2.82 1.31 -0.20
C -0.50 1.30 -3.26
C 3.48 -2.01 -0.50
C 1.58 -3.55 0.35
N -1.36 3.29 -1.99
H -2.72 4.76 -2.72
Cl -4.15 1.45 0.84
C 2.70 2.11 -0.19
C 2.51 3.61 0.05
H -2.41 -0.40 -2.16
C 0.88 -0.52 -2.76
C -3.06 -2.01 1.10
H -0.99 -4.95 0.47
C 3.52 1.49 0.94
H 4.35 -1.79 0.13
C -4.47 0.48 2.11
O -3.83 -2.63 1.69
C -2.53 4.13 -1.83
C -4.67 3.23 0.96
H 2.11 4.11 -0.82
H 0.79 -0.72 -3.83
H -1.29 -1.99 4.88
H -1.57 2.90 -4.05
H -2.56 1.92 -3.00
C 2.90 -3.35 -0.10
H 1.51 3.15 3.20
H -0.45 -2.04 3.31
C 3.35 -5.72 0.18
H 1.75 0.10 -2.58
C -0.13 0.53 3.27
H -2.87 1.17 -1.25
```

(6)
DFT (ωB97M-V/def2-TZVPD) results for the molecule C2H3FS3 in a non-equilibrium geometry.

Computed properties:
Highest occupied orbital energy, eV: -8.533
Net charge: 0
Gap between HOMO and LUMO, eV: 8.1
Multiplicity: 1
E_tot, a.u.: -1372.346115

```
9
C2H3FS3 ωB97M-V/def2-TZVPD
S -1.91 -0.82 -0.11
C 0.32 1.21 -0.04
C 1.33 0.35 0.29
H -0.03 2.10 0.37
S -0.81 -1.58 1.19
H -1.89 -1.81 -1.20
H 2.03 0.47 1.16
S -0.76 0.74 -1.31
F 1.71 -0.66 -0.36
```

(7)
DFT (ωB97M-V/def2-TZVPD) results for a cluster of 7 separate species, H14O7 in total.

Computed properties:
Highest occupied orbital energy, eV: -10.434
Net charge: 0
Gap between HOMO and LUMO, eV: 10.7
Multiplicity: 1
E_tot, a.u.: -535.032122
SMILES string: O.O.O.O.O.O.O

```
21
H14O7 ωB97M-V/def2-TZVPD
H 1.79 2.12 1.60
H -0.90 4.03 0.93
H -0.21 -1.71 3.36
H -2.87 0.49 -1.82
H 0.30 -5.64 -4.34
H -0.15 0.94 2.14
H 0.00 4.56 -0.18
H 0.99 -1.39 -2.09
H 0.51 -0.33 -1.11
O 0.30 -1.21 -1.45
H 1.05 -2.28 2.73
O -0.34 3.74 0.20
H -1.21 1.94 1.72
O -2.42 1.13 -1.26
H -2.43 0.72 -0.38
H 0.23 -5.58 -2.82
O 2.19 2.12 0.72
H 2.02 1.24 0.38
O 0.71 -1.49 3.18
O 0.77 -5.30 -3.57
O -0.31 1.89 2.04
```

(8)
DFT (ωB97M-V/def2-TZVPD) results for a cluster of 34 separate species, H68O34 in total in a non-equilibrium geometry.

Computed properties:
Highest occupied orbital energy, eV: -9.815
Net charge: 0
Gap between HOMO and LUMO, eV: 8.8
Multiplicity: 1
E_tot, a.u.: -2599.022283

```
102
H68O34 ωB97M-V/def2-TZVPD
O -0.75 1.19 5.47
H 0.25 -1.97 4.56
H -3.13 -2.36 -3.10
H -3.50 2.49 -1.23
O 1.88 2.54 0.52
H -1.98 -4.10 -1.91
O -4.88 -2.21 1.17
H 0.73 5.14 -1.15
H -1.86 3.18 1.95
H 3.04 0.51 4.96
H -0.75 -4.34 -2.75
O -2.95 1.16 0.17
O 4.24 -1.70 -0.48
H 0.03 -0.67 5.32
O -2.47 -1.90 -2.59
O -2.50 3.68 -4.05
H -1.30 1.18 -4.75
H 1.66 1.59 2.96
H -3.04 3.27 -3.37
H 5.42 1.40 -0.16
O 0.94 -0.43 -4.22
H -2.14 -1.43 2.98
H 2.36 -0.39 -2.50
O 3.29 -0.26 4.45
H -1.88 -2.93 0.45
H -2.40 4.58 -3.76
H 0.77 4.40 -2.47
O -1.41 -2.31 -0.11
H -1.75 4.83 -1.30
H -1.46 -3.16 2.32
H 1.61 -3.89 -1.49
O 3.70 2.66 2.36
H -3.64 -4.38 2.37
H 2.55 -0.40 3.86
H -0.43 -5.67 -0.70
H 5.00 -1.45 0.06
H -3.01 -5.43 1.48
O 3.25 -0.05 -2.46
O -0.59 1.74 -4.45
H 1.67 -0.44 1.19
H -1.90 -2.31 -0.94
H 1.52 2.97 -0.25
H -4.61 1.81 -2.00
H -1.04 -3.54 3.72
H -0.55 1.96 6.01
O -1.61 3.95 2.46
H -2.29 1.17 -0.53
H 4.24 1.95 2.02
O 2.43 2.37 -4.92
H -0.51 -0.81 0.17
H -0.85 4.31 2.00
H 3.07 2.83 1.66
O 3.45 3.42 -2.39
O -5.48 -0.01 -1.31
H -2.75 0.37 0.67
H -5.68 -0.75 -1.88
O -2.85 -0.87 2.65
O 0.65 4.27 -1.53
O -0.94 1.53 -1.50
H 0.58 0.41 -4.50
H 4.13 4.04 -2.64
H -0.43 2.33 -1.36
O -1.47 -4.80 -2.33
H 1.91 -4.10 0.95
H 4.12 -0.28 1.64
O 4.47 1.46 -0.29
H 3.05 2.30 -4.19
O 2.39 -1.02 1.45
O -1.03 -2.81 3.10
H 3.54 -1.85 0.15
H -0.88 1.37 -2.44
O 0.89 1.03 3.09
O 0.03 -0.05 0.37
O -3.11 -4.48 1.59
H -2.09 -1.27 -3.21
H 1.80 -4.39 2.43
H -0.15 0.57 -0.34
H 2.70 3.96 -2.15
O -0.60 -6.51 -0.28
H -0.31 1.36 4.64
H 2.32 1.76 0.18
O 1.03 -3.96 -0.73
H 0.47 0.98 2.23
H -4.50 -3.08 1.02
H 0.43 -3.22 -0.81
O 2.16 -3.75 1.80
H 4.36 2.07 -1.02
H -3.03 -0.27 3.38
O 0.34 -1.57 5.43
H -4.93 -0.38 -0.62
H 4.31 -0.13 3.14
H 3.62 -0.44 -1.66
H -0.99 2.60 -4.34
H 1.96 -1.78 1.84
H 1.57 2.36 -4.50
H -0.84 -7.09 -1.00
O -4.10 2.62 -1.96
O -2.57 5.00 -0.84
H -4.17 -1.70 1.54
H -2.31 5.15 0.07
O 4.79 -0.12 2.31
H 1.67 -0.60 -4.82
```